1.
{"formula": "C42H31ClIN2O3Y", "method": "the ωB97M-V functional and the def2-TZVPD basis", "e_homo_ev": -7.63, "relative_energy_ev": 0.950, "lumo_ev": -0.1, "total_charge": 0, "species": ["Y", "O", "C", "C", "C", "C", "C", "C", "C", "C", "C", "O", "C", "C", "C", "C", "C", "C", "C", "C", "C", "C", "C", "C", "N", "C", "C", "C", "C", "C", "C", "C", "C", "C", "C", "C", "C", "H", "H", "H", "H", "H", "H", "H", "H", "H", "H", "H", "H", "H", "H", "H", "H", "H", "H", "H", "H", "H", "H", "H", "H", "H", "H", "H", "Cl", "C", "C", "C", "I", "C", "O", "C", "N", "C", "C", "C", "C", "H", "H", "H", "H"], "positions_angstrom": [[-0.44, -1.07, 0.33], [-0.22, -0.71, 2.28], [0.70, 0.12, 2.89], [2.10, -0.52, 2.77], [2.74, -0.67, 1.40], [4.03, -0.21, 1.20], [4.63, -0.33, -0.04], [3.93, -0.96, -1.06], [2.67, -1.45, -0.79], [1.91, -2.16, -1.90], [0.84, -1.25, -2.58], [-0.16, -1.04, -1.65], [0.23, -1.92, -3.82], [0.47, -3.23, -4.18], [-0.16, -3.80, -5.29], [-1.04, -3.04, -6.05], [-1.29, -1.72, -5.69], [-0.66, -1.17, -4.59], [1.53, 0.06, -2.98], [2.37, 0.09, -4.09], [3.08, 1.24, -4.42], [2.96, 2.38, -3.64], [2.12, 2.36, -2.53], [1.42, 1.21, -2.21], [2.07, -1.28, 0.41], [0.40, 0.27, 4.39], [-0.58, -0.53, 4.95], [-0.88, -0.43, 6.31], [-0.19, 0.47, 7.12], [0.80, 1.27, 6.55], [1.09, 1.17, 5.20], [0.57, 1.53, 2.26], [-0.68, 2.15, 2.39], [-0.90, 3.43, 1.92], [0.13, 4.13, 1.29], [1.37, 3.54, 1.15], [1.59, 2.25, 1.64], [1.97, -1.51, 3.19], [2.81, 0.01, 3.42], [4.56, 0.26, 2.03], [5.62, 0.05, -0.21], [4.35, -1.08, -2.04], [1.39, -3.02, -1.49], [2.63, -2.51, -2.63], [1.15, -3.85, -3.60], [0.04, -4.83, -5.56], [-1.53, -3.47, -6.92], [-1.98, -1.12, -6.27], [-0.86, -0.14, -4.30], [2.46, -0.79, -4.72], [3.72, 1.24, -5.30], [3.51, 3.28, -3.90], [2.01, 3.25, -1.92], [0.77, 1.22, -1.35], [-1.12, -1.22, 4.32], [-1.65, -1.06, 6.74], [-0.41, 0.54, 8.17], [1.34, 1.98, 7.17], [1.84, 1.83, 4.76], [-1.48, 1.61, 2.88], [-1.87, 3.89, 2.04], [-0.03, 5.14, 0.92], [2.19, 4.07, 0.68], [2.58, 1.81, 1.53], [-7.50, -0.18, 0.36], [-5.88, -0.82, 0.42], [-5.69, -2.13, 0.71], [-4.39, -2.69, 0.75], [-4.19, -4.71, 1.17], [-3.25, -1.93, 0.52], [-2.04, -2.44, 0.52], [-3.47, -0.53, 0.24], [-2.37, 0.26, 0.01], [-2.52, 1.52, -0.33], [-3.77, 2.13, -0.43], [-4.88, 1.39, -0.17], [-4.77, 0.02, 0.17], [-6.54, -2.77, 0.90], [-1.61, 2.08, -0.52], [-3.84, 3.18, -0.71], [-5.87, 1.84, -0.23]]}



2.
{"formula": "C26H30IN2O2S3SbTi", "method": "the ωB97M-V functional and the def2-TZVPD basis", "s2": 0.765, "e_homo_ev": [-3.40, -3.41], "spin_multiplicity": 2, "relative_energy_ev": 2.400, "lumo_ev": [1.2, 1.3], "total_charge": -1, "species": ["Ti", "C", "C", "C", "C", "C", "C", "C", "C", "C", "C", "C", "C", "H", "H", "H", "H", "H", "H", "H", "H", "H", "H", "H", "H", "H", "H", "H", "H", "H", "H", "C", "C", "N", "C", "C", "C", "O", "C", "C", "N", "C", "C", "C", "C", "C", "C", "I", "C", "O", "H", "H", "H", "H", "H", "H", "H", "H", "H", "H", "H", "H", "S", "Sb", "S", "S"], "positions_angstrom": [[-0.17, 0.12, 0.67], [-0.09, -4.11, -1.88], [0.86, -3.04, -1.40], [1.28, -2.07, -2.31], [0.80, -2.16, -3.74], [2.13, -1.05, -1.90], [2.53, 0.04, -2.88], [2.69, -1.07, -0.61], [3.84, -0.12, -0.34], [2.27, -2.04, 0.31], [2.91, -2.19, 1.67], [1.31, -3.00, -0.08], [0.85, -4.06, 0.90], [-1.01, -3.65, -2.24], [-0.36, -4.82, -1.12], [0.35, -4.66, -2.72], [-0.25, -1.86, -3.80], [0.87, -3.19, -4.10], [1.38, -1.53, -4.41], [3.34, -0.31, -3.52], [2.86, 0.94, -2.36], [1.69, 0.32, -3.51], [3.48, 0.88, -0.08], [4.48, -0.05, -1.22], [4.46, -0.47, 0.48], [2.30, -1.73, 2.45], [3.90, -1.75, 1.71], [3.02, -3.24, 1.91], [1.41, -4.99, 0.74], [-0.21, -4.26, 0.77], [0.98, -3.74, 1.93], [3.54, 1.10, 3.08], [2.18, 1.10, 3.71], [2.11, 1.14, 5.03], [0.91, 1.21, 5.60], [-0.27, 1.33, 4.91], [-1.56, 1.49, 5.66], [-2.22, 2.74, 5.44], [-0.24, 1.29, 3.49], [-1.41, 1.56, 2.72], [-1.37, 1.55, 1.41], [-2.36, 2.05, 0.58], [-3.73, 2.13, 0.90], [-4.65, 2.54, -0.04], [-4.26, 2.90, -1.32], [-2.91, 2.90, -1.64], [-2.00, 2.47, -0.71], [0.11, 2.53, -1.14], [1.03, 1.07, 2.88], [1.16, 0.86, 1.58], [4.29, 0.86, 3.83], [3.75, 2.09, 2.66], [3.58, 0.39, 2.27], [0.90, 1.19, 6.69], [-1.36, 1.36, 6.73], [-2.28, 0.72, 5.36], [-1.58, 3.44, 5.62], [-2.31, 1.88, 3.24], [-4.05, 1.85, 1.90], [-5.70, 2.55, 0.22], [-4.99, 3.20, -2.05], [-2.58, 3.21, -2.63], [-3.41, -3.60, 0.08], [-2.88, -1.43, 0.62], [-1.03, -1.55, 2.19], [-1.51, -0.61, -1.20]]}



3.
{"formula": "C5H12N2O", "method": "the ωB97M-V functional and the def2-TZVPD basis", "e_homo_ev": [-7.54, -7.41], "relative_energy_ev": 4.978, "lumo_ev": [-0.6, -0.6], "total_charge": 0, "species": ["C", "C", "C", "N", "C", "N", "C", "O", "H", "H", "H", "H", "H", "H", "H", "H", "H", "H", "H", "H"], "positions_angstrom": [[-2.53, 0.27, 0.82], [-0.62, -0.47, -1.62], [1.93, -1.41, 0.96], [-0.04, -0.88, -0.35], [1.16, -0.50, 0.02], [0.81, 1.82, -0.28], [1.65, 0.81, -0.16], [-1.19, 0.58, 0.81], [-0.20, 1.58, 0.01], [1.14, 2.77, -0.33], [2.71, 1.04, -0.11], [-3.08, 0.99, 1.45], [-3.02, 0.30, -0.17], [-2.72, -0.73, 1.24], [-0.27, 0.47, -2.04], [-1.71, -0.44, -1.52], [-0.40, -1.28, -2.33], [1.84, -2.45, 0.65], [1.54, -1.32, 1.97], [3.00, -1.15, 0.99]]}



4.
{"formula": "C8H5N2", "method": "the ωB97M-V functional and the def2-TZVPD basis", "e_homo_ev": [-15.02, -15.02], "relative_energy_ev": 8.400, "lumo_ev": [-7.4, -7.4], "total_charge": 1, "species": ["C", "C", "C", "C", "C", "C", "C", "C", "N", "N", "H", "H", "H", "H", "H"], "positions_angstrom": [[0.34, -1.80, 0.13], [1.40, -1.30, 0.61], [-1.92, 0.49, 0.52], [-1.86, 1.21, 1.56], [-0.67, -1.21, -0.45], [1.66, 0.14, 0.76], [1.10, 0.69, -0.66], [-2.01, -0.70, -0.30], [-1.56, 0.59, -0.89], [-0.22, 0.09, -0.96], [1.08, 0.64, 1.57], [2.73, 0.32, 0.81], [1.07, 1.74, -0.76], [1.76, 0.27, -1.41], [-2.91, -1.18, -0.54]]}